This record from the OMol25 dataset describes a structure of composition C40H45BClN8O6Ru. The level of theory is ωB97M-V with the def2-TZVPD basis set.

Geometry (Å):
Ru -0.65005 -0.51928 1.00338
C 2.06927 -1.33766 -1.82715
C 0.64577 -1.30381 -2.24286
C 0.11779 -1.23621 -3.53552
C -1.25379 -1.21210 -3.36780
C -2.30780 -1.10925 -4.41457
N -1.50046 -1.27764 -2.04514
N -0.34876 -1.32533 -1.36451
B -2.85749 -1.25478 -1.33301
N -3.07847 0.14159 -0.74192
N -2.26102 0.61582 0.20040
C -2.69852 1.81109 0.57257
C -2.07486 2.64413 1.63353
C -3.83962 2.12451 -0.17493
C -4.05226 1.03600 -0.99665
C -5.14816 0.81591 -1.97896
N -2.84055 -2.27009 -0.17609
N -1.96025 -2.23577 0.84355
C -2.26282 -3.22658 1.68241
C -1.53863 -3.54844 2.94152
C -3.37309 -3.91754 1.18653
C -3.71145 -3.27954 0.00902
C -4.84492 -3.60398 -0.90030
H 2.71072 -0.94210 -2.61112
H 2.38230 -2.35259 -1.58394
H 2.16481 -0.72990 -0.93195
H 0.65801 -1.19499 -4.46075
H -1.84524 -1.10770 -5.39882
H -2.87417 -0.18637 -4.29842
H -3.00549 -1.94298 -4.35690
H -3.71924 -1.52286 -2.09574
H -1.40494 2.04272 2.24794
H -2.84555 3.05162 2.28643
H -1.52342 3.47560 1.18975
H -4.42350 3.02175 -0.12663
H -5.81575 1.67440 -1.98032
H -5.72312 -0.07166 -1.71768
H -4.74868 0.67890 -2.98285
H -1.15111 -2.64455 3.40821
H -0.70381 -4.22587 2.75270
H -2.23059 -4.03378 3.62939
H -3.87055 -4.75580 1.63580
H -5.38787 -4.45768 -0.50114
H -4.49554 -3.84452 -1.90337
H -5.52593 -2.75808 -0.97360
O 1.54029 1.27815 3.00052
C 1.43217 1.66255 1.85873
N 2.12731 2.72034 1.33166
C 1.67536 3.07426 0.01274
C 0.65846 1.91231 -0.22447
O 0.01863 1.75067 -1.24550
N 0.62551 1.14215 0.86967
C 2.81426 3.06868 -0.99185
C 2.67209 2.52842 -2.26423
C 3.71438 2.60881 -3.17096
C 4.90555 3.22097 -2.82118
C 5.05801 3.74777 -1.54965
C 4.01585 3.67725 -0.64326
C 0.97561 4.41876 -0.01817
C 0.51627 5.00919 1.15639
C -0.07387 6.26087 1.12781
C -0.21939 6.93547 -0.07209
C 0.20787 6.34063 -1.24683
C 0.79830 5.09112 -1.22218
H 2.66932 3.33055 1.91678
H 1.74252 2.05405 -2.54292
H 3.58918 2.19842 -4.16283
H 5.71071 3.29361 -3.53800
H 5.98600 4.22717 -1.26899
H 4.13120 4.11243 0.33901
H 0.61783 4.49436 2.10208
H -0.40986 6.71127 2.05053
H -0.65845 7.92211 -0.09110
H 0.09878 6.85962 -2.18937
H 1.13451 4.63937 -2.14205
C 2.59903 -2.59291 3.31904
C 2.29436 -2.06265 1.89908
C 3.37625 -0.99284 1.59787
C 0.93094 -1.46667 1.89624
C 2.40082 -3.26286 0.96853
C 3.62470 -3.85146 0.67535
C 3.70084 -5.00322 -0.08753
C 2.55037 -5.60362 -0.56659
C 1.32330 -5.02633 -0.28286
C 1.25246 -3.87074 0.47267
H 2.49082 -1.78351 4.03692
H 3.61697 -2.97928 3.36211
H 1.91284 -3.39298 3.58516
H 3.25973 -0.17219 2.29906
H 3.27510 -0.60172 0.59007
H 4.38138 -1.39268 1.71361
H 0.61661 -1.07925 2.88260
H 4.54322 -3.41510 1.03772
H 4.66922 -5.43494 -0.30272
H 2.61519 -6.50667 -1.15877
H 0.41424 -5.48215 -0.65012
H 0.29796 -3.40516 0.67473
O -2.16666 1.24268 4.71372
Cl -2.20724 -0.11733 4.31144
O -3.33021 -0.76849 4.89644
O -1.01163 -0.79200 4.67940
O -2.35621 -0.18188 2.87602

Its spin multiplicity is 5. Its energy relative to the best compared isomer or geometry (same formula, charge and spin) is 2.8295 eV. As for the total charge: -1. As for the LUMO energy (alpha / beta): 2.374 / 1.859 eV. For the HOMO-LUMO gap (alpha / beta), the calculation gives 6.51 / 8.01 eV.

This record from the OMol25 dataset describes a cluster of 2 separate species, ClFO3S in total. The level of theory is ωB97M-V with the def2-TZVPD basis set.

Geometry (Å):
O 1.10993 1.43968 -0.57007
O 2.03085 -0.13804 1.07011
O -2.18103 0.13604 0.68717
F 0.88713 -1.17450 -0.83133
S 0.97333 0.21899 0.17589
Cl -2.82021 -0.48217 -0.53176

Its energy relative to the best compared isomer or geometry (same formula, charge and spin) is 1.8995 eV. As for the total charge: 0. As for the LUMO energy (alpha / beta): -5.123 / -5.143 eV. For the HOMO-LUMO gap (alpha / beta), the calculation gives 4.54 / 4.50 eV.

Q: Among the records above, which one has the highest total charge?
A: ClFO3S